Run A
Molecular formula: C3H8N2O2S
Method: DFT, ωB97M-V/def2-TZVPD

## Properties
HOMO (alpha / beta)	-9.1 / -9.1	eV
net charge	0

XYZ file:
```
16
Properties=species:S:1:pos:R:3:nbo_charge:R:1
C 0.78610 0.47838 1.38174 0.084
C -1.48845 -0.10425 1.14154 -0.444
C 0.30374 -0.10999 -1.89620 -0.447
N -0.16348 -0.47600 1.33964 -0.508
N 0.19966 1.03514 -0.94991 -0.849
O -2.16668 0.87443 -1.64173 -0.966
O -1.59084 2.48959 0.03109 -0.958
S -1.31872 1.19921 -0.48564 2.166
H 0.53695 1.42031 1.90576 0.229
H 1.83791 0.27437 1.15078 0.231
H -2.12121 -0.81766 0.64592 0.237
H -2.00364 0.38134 1.98356 0.240
H 1.30188 -0.05539 -2.43809 0.200
H 0.32523 -1.07701 -1.46036 0.149
H -0.45637 -0.15565 -2.60645 0.232
H 0.07897 -1.24329 0.76960 0.403
```



Run B
Molecular formula: C3H8N2O2S
Method: DFT, ωB97M-V/def2-TZVPD

## Properties
HOMO	-9.4	eV
net charge	0

XYZ file:
```
16
Properties=species:S:1:pos:R:3:nbo_charge:R:1
C 2.09788 -0.38007 0.66902 -0.366
C 1.07057 0.17204 0.03270 -0.211
C 0.51585 -0.52014 -1.22869 0.139
N -0.38538 0.07386 -1.86785 -0.679
N -1.79946 0.05832 1.22765 -1.037
O -2.45732 1.51659 -0.80033 -0.931
O -4.25877 0.63744 0.55342 -0.942
S -2.99761 0.21226 -0.04949 1.629
H 2.27430 -0.29344 1.70556 0.206
H 2.40208 -1.33134 0.35781 0.174
H 0.71004 1.12735 0.41625 0.210
H 1.01121 -1.54786 -1.28927 0.172
H -0.70271 -0.39830 -2.77484 0.365
H -1.62587 1.52828 -1.27875 0.537
H -2.14491 -0.29955 2.02140 0.371
H -1.64994 1.02313 1.47552 0.363
```



According to the calculations, the structures order from most to least stable as run B, run A.



Run A
Molecular formula: C3H8N2O2S
Method: DFT, ωB97M-V/def2-TZVPD

## Properties
HOMO (alpha / beta)	-7.6 / -7.7	eV
net charge	0

XYZ file:
```
16
Properties=species:S:1:pos:R:3:nbo_charge:R:1
C -1.16080 -0.26065 -0.29033 -0.095
C 0.67537 1.23093 -0.42639 -0.439
C -0.68826 1.09480 1.59262 -0.204
N -0.48237 0.73885 0.34244 -0.270
N 1.97481 -1.51943 -0.18559 -1.078
O -3.36683 -1.65524 -0.56477 -0.898
O -1.34636 -0.34515 -1.74125 -0.668
S -2.76788 -0.36081 -0.86116 1.427
H 0.51789 2.29486 -0.56560 0.210
H 1.73097 1.24360 0.03298 0.250
H 0.58701 0.67659 -1.43325 0.264
H 2.76366 -2.05977 -0.40072 0.355
H 0.01793 1.88358 1.85574 0.192
H -1.48430 0.65141 2.28937 0.228
H 1.88934 -1.58391 0.84052 0.352
H 1.13984 -2.02965 -0.48461 0.372
```



Run B
Molecular formula: C3H8N2O2S
Method: DFT, ωB97M-V/def2-TZVPD

## Properties
HOMO	-9.6	eV
net charge	0

XYZ file:
```
16
Properties=species:S:1:pos:R:3:nbo_charge:R:1
C 0.62764 -1.90013 -1.07793 -0.627
C 1.42500 -0.90010 -0.10621 -0.579
C -1.53713 1.14891 0.09139 0.738
H 1.40967 -2.23258 -1.94474 0.230
H 0.35338 -2.92923 -0.22945 0.226
H -0.27319 -1.39273 -1.51064 0.227
H 2.58863 -0.96464 -0.22027 0.243
H 1.07767 -1.01124 0.98819 0.214
H -0.89045 0.94447 -1.68492 0.414
H -2.15886 1.56914 2.02846 0.406
H 0.62486 1.19018 1.73942 0.468
N -0.42937 1.26162 -0.76242 -0.803
N -1.36441 1.30995 1.41685 -0.393
O -2.60337 0.91835 -0.32216 -0.605
O -0.14474 2.09762 2.00749 -0.576
S 1.29467 0.89042 -0.41308 0.418
```



According to the calculations, the structures order from most to least stable as run B, run A.



Run A
Molecular formula: CH9N2
Method: DFT, ωB97M-V/def2-TZVPD

## Properties
HOMO	-15.9	eV
net charge	+1

XYZ file:
```
12
Properties=species:S:1:pos:R:3:nbo_charge:R:1
N 0.64835 1.70270 0.73751 -1.092
H 1.47340 1.93800 1.34081 0.416
H 0.14320 1.08064 1.44061 0.378
H 0.14247 0.55983 -0.32844 0.476
H 0.19298 2.61717 0.65055 0.407
C -0.65546 -1.33081 -0.13065 -0.457
N 0.08745 -0.41778 -0.90531 -0.727
H 0.02579 -2.03062 0.46425 0.239
H -1.44115 -0.93258 0.48794 0.238
H -1.08391 -2.05532 -0.83785 0.230
H -0.55468 -0.31063 -1.75976 0.443
H 1.02155 -0.82060 -1.15966 0.450
```



Run B
Molecular formula: CH9N2
Method: DFT, ωB97M-V/def2-TZVPD

## Properties
HOMO	-15.4	eV
net charge	+1

XYZ file:
```
12
Properties=species:S:1:pos:R:3:nbo_charge:R:1
N -1.46358 0.28947 1.46353 -1.130
H -2.40929 -0.05110 1.21815 0.392
H -1.33675 0.11314 2.47109 0.397
H -0.36804 -0.13955 -0.04141 0.471
H -1.41613 1.31266 1.43145 0.387
C 1.36148 0.18111 -1.06133 -0.488
N 0.30039 -0.70051 -0.50438 -0.678
H 1.76498 0.96771 -0.25206 0.258
H 0.93796 0.87194 -1.89767 0.248
H 2.19519 -0.23231 -1.67412 0.266
H -0.22391 -1.13744 -1.23870 0.430
H 0.65770 -1.47512 0.08544 0.446
```



According to the calculations, the structures order from most to least stable as run B, run A.



Run A
Molecular formula: C4H16NO2
Method: DFT, ωB97M-V/def2-TZVPD

## Properties
HOMO	-14.8	eV
net charge	+1

XYZ file:
```
23
Properties=species:S:1:pos:R:3:nbo_charge:R:1
C -1.52666 -0.59601 -0.05640 -0.241
C -1.37253 0.55305 -1.10755 -0.432
C -0.79436 1.87887 -0.57377 -0.409
C 0.52107 2.27590 -1.32145 -0.645
N -0.17548 -0.90206 0.51299 -0.697
H -2.12043 -0.13839 0.79689 0.231
H -2.03494 -1.36351 -0.62681 0.252
H -0.61770 0.30835 -1.86448 0.213
H -2.24085 0.60835 -1.75276 0.250
H -1.51290 2.69354 -0.66867 0.238
H -0.46557 1.75403 0.46526 0.173
H 1.37734 1.70515 -0.99625 0.217
H 0.70397 3.34409 -1.29148 0.238
H 0.44341 2.33061 -2.44610 0.224
H -0.08098 -1.78103 1.07069 0.471
H 0.25000 -0.33798 1.23742 0.451
H 0.40502 -0.99202 -0.31570 0.448
H 0.70484 -4.44391 2.45763 0.499
H 0.38829 -4.29975 1.02498 0.480
O 0.46148 -3.75628 1.82201 -0.971
H 3.20656 -0.07038 1.29120 0.498
H 2.03558 0.90886 1.49326 0.473
O 2.44485 0.32053 0.84907 -0.962
```



Run B
Molecular formula: C4H16NO2
Method: DFT, ωB97M-V/def2-TZVPD

## Properties
HOMO	-14.9	eV
net charge	+1

XYZ file:
```
23
Properties=species:S:1:pos:R:3:nbo_charge:R:1
C 0.50770 1.24338 0.83935 -0.205
C 1.68122 0.28864 0.62734 -0.429
C 1.23191 -1.10580 1.08888 -0.428
C 0.53609 -1.90843 -0.00479 -0.631
N -0.57937 0.76800 -0.17736 -0.752
H 0.18199 1.22267 1.91077 0.234
H 0.79303 2.23102 0.67402 0.227
H 2.16181 0.32160 -0.34976 0.233
H 2.53739 0.65661 1.33172 0.244
H 1.98125 -1.59405 1.67331 0.243
H 0.47541 -1.08599 1.89914 0.193
H -0.47937 -2.03491 0.14872 0.208
H 0.84222 -2.87902 0.08974 0.245
H 0.72500 -1.55496 -1.09873 0.192
H -0.98228 1.65007 -0.65116 0.467
H -1.18660 0.06208 0.28720 0.478
H -0.28694 0.20695 -1.02688 0.467
H 1.05109 1.10511 -3.86514 0.509
H -0.58859 1.27351 -3.77921 0.490
O 0.23145 1.34406 -3.29770 -0.995
H -3.71505 -1.04955 1.62552 0.510
H -2.34199 -0.66389 2.22574 0.478
O -2.83824 -0.63782 1.40293 -0.977
```



According to the calculations, the structures order from most to least stable as run A, run B.



Run A
Molecular formula: C19H18N2O3
Method: DFT, ωB97M-V/def2-TZVPD

## Properties
HOMO	-9.3	eV
net charge	0
SMILES string	Cc1onc(-c2ccccc2)c1C(=O)NC[C@H](O)c1ccccc1

XYZ file:
```
42
Properties=species:S:1:pos:R:3:nbo_charge:R:1
C -2.17389 -2.65112 1.19265 -0.683
C -0.96326 -2.35733 0.39721 0.423
O -0.67501 -3.12572 -0.65700 -0.264
N 0.46094 -2.68407 -1.24709 -0.120
C 0.88372 -1.64365 -0.57560 0.129
C 2.12312 -0.97147 -0.95677 -0.021
C 3.03320 -0.54846 0.01025 -0.220
C 4.21053 0.06877 -0.37049 -0.202
C 4.49046 0.26871 -1.71246 -0.204
C 3.59479 -0.16296 -2.67760 -0.208
C 2.41783 -0.78491 -2.30497 -0.198
C -0.00722 -1.37091 0.51263 -0.302
C -0.07691 -0.24705 1.45850 0.693
O -0.71597 -0.30664 2.49954 -0.671
N 0.58053 0.86804 1.06823 -0.609
C 0.37095 2.14197 1.72715 -0.250
C -1.11976 2.59388 1.67719 0.049
O -1.78226 2.23913 2.85603 -0.726
C -1.76056 2.02653 0.42175 0.049
C -2.81651 1.13103 0.49654 -0.254
C -3.32716 0.55205 -0.65293 -0.196
C -2.78662 0.86014 -1.88812 -0.225
C -1.74507 1.76995 -1.97247 -0.210
C -1.23725 2.35116 -0.82572 -0.248
H -2.25380 -1.92671 1.99743 0.268
H -2.10752 -3.65400 1.61139 0.240
H -3.05705 -2.60824 0.55762 0.235
H 2.82341 -0.71977 1.05592 0.225
H 4.91379 0.39051 0.38311 0.217
H 5.40979 0.75328 -2.00561 0.216
H 3.81709 -0.01780 -3.72422 0.218
H 1.71491 -1.13371 -3.04514 0.231
H 0.97683 0.88590 0.14216 0.414
H 1.02105 2.87342 1.24954 0.212
H 0.65244 2.05029 2.78076 0.228
H -1.15711 3.69006 1.63935 0.192
H -1.59924 1.29369 3.01320 0.497
H -3.24141 0.89222 1.45958 0.230
H -4.15031 -0.14377 -0.58109 0.211
H -3.17756 0.40038 -2.78361 0.215
H -1.32604 2.02527 -2.93494 0.213
H -0.42670 3.06337 -0.89826 0.204
```



Run B
Molecular formula: C19H18N2O3
Method: DFT, ωB97M-V/def2-TZVPD

## Properties
HOMO	-9.1	eV
net charge	0
SMILES string	C[C@@H](NC(=O)CCN1C(=O)c2ccccc2C1=O)c1ccccc1

XYZ file:
```
42
Properties=species:S:1:pos:R:3:nbo_charge:R:1
C 2.76098 -0.42318 -0.01441 -0.622
C 1.73454 0.21446 0.91457 -0.086
N 0.65400 -0.73055 1.15995 -0.601
C -0.62032 -0.50011 0.80159 0.687
O -0.99849 0.54245 0.30279 -0.650
C -1.56334 -1.67735 1.02089 -0.502
C -1.61529 -2.50364 -0.27469 -0.213
N -1.88879 -1.64139 -1.39869 -0.479
C -3.15014 -1.12718 -1.67518 0.693
O -4.16721 -1.47801 -1.13476 -0.552
C -2.93680 -0.12706 -2.74763 -0.135
C -3.83330 0.67772 -3.41795 -0.157
C -3.32680 1.55079 -4.37604 -0.195
C -1.96877 1.60856 -4.64689 -0.191
C -1.06459 0.79469 -3.97115 -0.187
C -1.56729 -0.06958 -3.02202 -0.055
C -0.88190 -1.03573 -2.13552 0.697
O 0.28966 -1.31151 -2.04972 -0.578
C 2.27010 0.69503 2.24757 -0.043
C 3.55990 0.44370 2.69198 -0.217
C 3.97326 0.89304 3.93596 -0.208
C 3.10324 1.59277 4.75186 -0.216
C 1.81267 1.84726 4.31687 -0.225
C 1.40216 1.40235 3.07497 -0.146
H 2.26454 -0.72215 -0.93462 0.251
H 3.20331 -1.30697 0.44172 0.196
H 3.54756 0.28706 -0.25356 0.215
H 1.26058 1.06111 0.40261 0.245
H 0.91800 -1.62814 1.53413 0.394
H -2.56005 -1.28400 1.22568 0.245
H -1.24109 -2.30486 1.85122 0.216
H -0.65321 -2.98711 -0.46516 0.227
H -2.40719 -3.25406 -0.21325 0.230
H -4.88860 0.63084 -3.19882 0.232
H -4.00332 2.19762 -4.91467 0.219
H -1.60535 2.29985 -5.39271 0.219
H -0.00597 0.83757 -4.17448 0.232
H 4.25749 -0.09786 2.07259 0.212
H 4.98193 0.69279 4.26741 0.211
H 3.42860 1.94090 5.72108 0.212
H 1.12736 2.39628 4.94583 0.213
H 0.39790 1.60362 2.73065 0.211
```



According to the calculations, the structures order from most to least stable as run B, run A.



Run A
Molecular formula: C3H5F
Method: DFT, ωB97M-V/def2-TZVPD

## Properties
HOMO	-9.9	eV
net charge	0
SMILES string	C=CCF

XYZ file:
```
9
Properties=species:S:1:pos:R:3:nbo_charge:R:1
C -0.45433 -0.90641 -0.99783 -0.361
C -0.49005 0.18578 -0.20263 -0.218
C 0.57786 0.65249 0.74756 0.027
F 1.69552 -0.19759 0.73595 -0.365
H -1.31675 -1.31487 -1.44129 0.198
H 0.46322 -1.17312 -1.35966 0.193
H -1.39650 0.48557 0.17981 0.184
H -0.00483 0.64537 1.73443 0.168
H 0.92587 1.62278 0.60365 0.176
```



Run B
Molecular formula: C3H5F
Method: DFT, ωB97M-V/def2-TZVPD

## Properties
HOMO	-9.4	eV
net charge	0
SMILES string	C=CCF

XYZ file:
```
9
Properties=species:S:1:pos:R:3:nbo_charge:R:1
C -0.27829 1.36912 -0.23843 -0.385
C 0.54942 0.19965 -0.22268 -0.218
C -0.07147 -1.09240 0.25530 0.020
F -1.35242 -1.03995 0.02369 -0.340
H 0.26696 2.15408 -0.39333 0.183
H -1.35958 1.24720 -0.18670 0.218
H 1.62607 0.19180 -0.31195 0.198
H 0.50143 -1.73874 -0.38794 0.162
H 0.11789 -1.29075 1.46203 0.162
```



According to the calculations, the structures order from most to least stable as run A, run B.